[1]
Here is a structure of composition C12H19N8PTc from OMol25. Energies are from ωB97M-V with the def2-TZVPD basis set.

Positions of all 41 atoms, in Å:
Tc -0.0437 1.7496 -1.0147
C -2.6362 -3.0749 -0.5026
N -2.3466 -1.6895 -0.9453
C -3.1312 -0.9848 -1.8226
C -2.5591 0.2379 -1.9909
N -1.4175 0.2745 -1.2107
C -1.3178 -0.9203 -0.5798
P 0.0334 -1.3732 0.5675
C 0.0555 0.2191 1.4881
N 0.0242 1.4697 0.9488
C 0.0330 2.3747 1.9948
C 0.0742 1.6649 3.1519
N 0.0865 0.3346 2.8167
C 0.1220 -0.7687 3.8112
C 1.3912 -0.8790 -0.5854
N 1.4521 0.3210 -1.2315
C 2.5763 0.3218 -1.9874
C 3.2184 -0.9155 -1.8014
N 2.4663 -1.6254 -0.9374
C 2.7866 -3.0003 -0.4641
H -3.6167 -3.3487 -0.8809
H -2.6491 -3.1167 0.5838
H -1.8919 -3.7532 -0.9139
H -4.0306 -1.4013 -2.2502
H -2.8955 1.0607 -2.6014
H 0.0246 3.4455 1.8800
H 0.0947 2.0007 4.1780
H 0.1066 -0.3238 4.8019
H 1.0393 -1.3397 3.6882
H -0.7557 -1.3985 3.6875
H 2.8985 1.1447 -2.6097
H 4.1378 -1.2883 -2.2342
H 3.7274 -3.2993 -0.9179
H 1.9987 -3.6804 -0.7799
H 2.8915 -2.9907 0.6182
N -0.9954 3.6873 -0.9565
N 0.4320 3.8869 -1.0328
H -1.4855 4.1059 -1.7532
H -1.4068 4.0739 -0.1037
H 0.8063 4.3991 -0.2310
H 0.7021 4.3999 -1.8777

Multiplicity: 4
Calculated total energy, eV: -36115.7793
Energy above the lowest of the compared OMol25 structures with the same formula, charge and spin, kcal per mole: 6.1
Net charge: +4
HOMO-LUMO gap (spin up / spin down), eV: 5.81 / 5.01


[2]
Here is a structure of composition C12H19O5STeTi from OMol25. Energies are from ωB97M-V with the def2-TZVPD basis set.

Positions of all 39 atoms, in Å:
Ti 0.7709 1.2949 1.1230
C -1.5320 -0.3703 -1.3520
C -1.0289 1.0505 -1.4366
O 0.2522 2.8261 1.9128
C -0.4115 2.9872 3.1586
C -1.0495 1.6610 3.4881
O -0.0700 0.7056 3.0503
C -0.3900 -0.6695 3.2524
C 0.8130 -1.3747 2.7039
O 1.0385 -0.9048 1.3533
C 1.0707 -1.9723 0.3346
C -0.2685 -2.1824 -0.3495
O -0.3912 -1.1826 -1.3369
H -2.1665 -0.6106 -2.2088
H -2.1170 -0.4988 -0.4344
H -1.8513 1.7665 -1.3880
H -0.4669 1.2046 -2.3587
H -1.1684 3.7674 3.0763
H 0.3358 3.2731 3.9004
H -1.9627 1.5186 2.9037
H -1.2351 1.5253 4.5533
H -1.3066 -0.9143 2.7085
H -0.5166 -0.8862 4.3147
H 0.6709 -2.4531 2.7313
H 1.6946 -1.1063 3.2896
H 1.4333 -2.8669 0.8370
H 1.8033 -1.6640 -0.4073
H -1.0953 -2.1567 0.3690
H -0.2637 -3.1692 -0.8227
O -0.1537 1.2612 -0.3469
Te 3.3297 1.9678 0.9170
C 3.6523 0.2897 -0.3170
C 4.1936 -0.9187 0.0206
C 4.3343 -1.7863 -1.0974
C 3.8919 -1.2254 -2.2582
S 3.3186 0.3660 -2.0020
H 4.5150 -1.1645 1.0230
H 4.7618 -2.7772 -1.0417
H 3.8913 -1.6576 -3.2460

Multiplicity: 1
Calculated total energy, eV: -64228.1140
Energy above the lowest of the compared OMol25 structures with the same formula, charge and spin, kcal per mole: 7.8
Net charge: +1
HOMO-LUMO gap, eV: 7.63


[3]
Here is a structure of composition C12H19O8P2SbSe4Zn from OMol25. Energies are from ωB97M-V with the def2-TZVPD basis set.

Positions of all 47 atoms, in Å:
Zn 1.6116 -0.0063 -1.4007
C 1.3539 3.7104 -4.4000
C 0.4425 3.0820 -3.3500
O -0.7933 3.8186 -3.2656
P -0.0155 1.3847 -3.8030
O -1.2379 1.5778 -4.8234
O 1.1137 0.8255 -4.7604
O -0.2818 0.4757 -2.6765
P 1.2895 3.0604 -1.7113
O 0.0160 2.6794 -0.8022
O 1.7196 4.4474 -1.4046
O 2.2563 1.8908 -1.7800
H 0.8821 3.6841 -5.3866
H 2.3172 3.2014 -4.4360
H 1.5246 4.7500 -4.1211
H -0.6914 4.4251 -2.5205
H -1.9730 2.0259 -4.3813
H 1.1355 1.2199 -5.6391
H 0.1330 2.9954 0.1012
Se 3.3542 -4.8736 0.2529
Sb 3.9895 -2.5808 -0.4007
Se 2.1552 -2.0648 -2.1422
Se 6.1338 -2.3020 -1.5318
Se 3.6200 -0.9407 1.3980
C -3.4579 -2.2901 4.9964
C -2.4349 -1.9563 3.9437
C -1.2737 -2.7001 3.8166
C -0.3287 -2.4251 2.8305
C 0.9004 -3.2767 2.7290
C -0.5612 -1.3283 1.9765
C 0.4351 -1.0564 0.9441
O 0.5228 0.0303 0.3557
C -1.7372 -0.5586 2.0870
C -2.0469 0.6005 1.1797
C -2.6563 -0.8988 3.0674
H -3.1235 -3.1176 5.6218
H -4.4084 -2.5740 4.5390
H -3.6507 -1.4310 5.6427
H -1.0953 -3.5306 4.4910
H 0.8872 -4.0502 3.4968
H 1.8146 -2.6834 2.8293
H 0.9982 -3.7792 1.7616
H 1.0993 -1.8747 0.6668
H -1.8017 0.4003 0.1381
H -1.4603 1.4763 1.4595
H -3.1042 0.8588 1.2621
H -3.5725 -0.3214 3.1496

Multiplicity: 1
Calculated total energy, eV: -364062.0611
Energy above the lowest of the compared OMol25 structures with the same formula, charge and spin, kcal per mole: 33.4
Net charge: -2
HOMO-LUMO gap, eV: 4.82


> Which value of multiplicity does entry 1 give?

4